# 1
ORCA calculation (ωB97M-V/def2-TZVPD) on an isolated molecule of C4H9NO2.

Geometry as XYZ:
```
16
Properties=species:S:1:pos:R:3:forces:R:3:nbo_charge:R:1
N 2.029054 0.312718 1.043521 -0.1 0.1 0.2 -0.824
C 1.024789 -0.613615 1.163967 0.0 -0.1 0.1 0.689
O 0.667220 -1.062006 2.237824 0.1 0.1 -0.3 -0.618
C 0.413165 -1.105763 -0.142295 0.0 -0.1 0.0 -0.504
C -1.054577 -0.672522 -0.275532 -0.1 0.0 0.0 -0.413
C -1.215419 0.673658 -0.963323 -0.2 -0.3 -0.2 -0.060
O -0.372227 1.619403 -0.320810 0.0 0.3 -0.1 -0.741
H 2.284444 0.750676 1.918920 0.0 -0.1 -0.1 0.392
H 1.950788 0.942911 0.258924 0.0 -0.1 0.0 0.396
H 0.998799 -0.775985 -1.009808 -0.1 0.0 0.2 0.205
H 0.469346 -2.198705 -0.100741 0.0 0.2 0.0 0.240
H -1.612737 -1.414586 -0.858444 0.1 0.1 0.1 0.213
H -1.504334 -0.643372 0.724020 0.1 0.0 -0.2 0.227
H -0.943971 0.579057 -2.027796 0.0 0.0 0.2 0.153
H -2.268111 0.989563 -0.915015 0.2 0.0 0.0 0.168
H -0.550696 2.487230 -0.701483 0.1 -0.1 0.1 0.475
```
Forces are in eV/Å.

Energy relative to the best compared isomer or geometry (same formula, charge and spin) = 0.587 eV
LUMO level = 0.64 eV
HOMO = -0.3503 hartree
SMILES string = NC(=O)CCCO
HOMO-LUMO gap = 10.2 eV
2S+1 = 1

---

# 2
ORCA calculation (ωB97M-V/def2-TZVPD) on a cluster of 2 separate species, C9H17N2 in total.

Geometry as XYZ:
```
28
Properties=species:S:1:pos:R:3:forces:R:3:nbo_charge:R:1
C -2.513897 1.995292 -0.260590 2.2 -0.2 0.3 -0.394
C -1.592437 1.089033 0.081493 -0.1 -0.8 -0.5 0.031
C 3.900990 0.881922 -0.335332 0.5 2.3 -0.3 -0.318
C 3.068928 0.454073 0.580721 -2.0 -1.0 0.4 -0.244
C -0.921429 -0.691135 1.716122 -1.6 2.1 2.0 -0.678
C -2.482767 -2.603460 -0.245707 -0.3 -0.3 0.4 -0.017
C 0.570416 0.257026 -1.556724 -2.1 -5.9 0.4 -0.409
C 1.577231 0.806425 0.636173 0.4 2.2 -2.4 -0.240
C -0.788791 0.056354 0.421860 -1.0 2.7 2.0 0.109
N -1.828008 -1.740642 -0.881410 0.3 -0.1 -1.9 -0.665
N 0.570162 -0.074208 -0.073937 0.6 1.4 -2.7 -0.362
H -2.200260 3.060619 -0.176785 -0.6 -0.8 0.5 0.245
H 4.959142 0.737635 -0.229773 0.3 -0.5 -0.1 0.227
H 3.665974 1.741743 -1.002007 -0.2 -1.1 0.1 0.208
H 3.398543 -0.154791 1.413231 0.2 -0.3 -0.1 0.222
H -1.210601 0.024492 2.619332 1.5 -1.3 -1.6 0.262
H -0.096270 -1.374010 1.889667 0.0 0.1 0.4 0.222
H -1.849884 -1.216509 1.719089 -0.4 -0.9 -0.3 0.250
H -3.556753 -2.769942 -0.337152 0.0 -0.2 -0.2 0.175
H -3.468845 1.804736 -0.740204 0.3 -0.3 -0.1 0.244
H -1.942986 -3.208260 0.500493 -0.3 0.3 -0.2 0.170
H -0.127924 0.998679 -1.680210 -1.3 1.9 -0.5 0.231
H 1.481049 0.402174 -1.995397 2.6 0.7 -0.5 0.231
H 0.153581 -0.769136 -2.007999 0.7 2.5 0.6 0.249
H 1.388475 1.724808 -0.054222 0.5 -0.7 2.3 0.223
H 1.252550 0.821951 1.647774 -0.3 0.7 0.8 0.234
H -2.316048 -1.270110 -1.689344 0.1 -0.5 1.4 0.364
H 0.909868 -0.984765 0.040842 0.1 -2.1 0.0 0.429
```
Forces are in eV/Å.

Energy relative to the best compared isomer or geometry (same formula, charge and spin) = 5.930 eV
LUMO level = -3.03 eV
HOMO = -0.4660 hartree
HOMO-LUMO gap = 9.7 eV
2S+1 = 1
Net charge = +1

---

# 3
ORCA calculation (ωB97M-V/def2-TZVPD) on a structure of composition C4H11N3.

Geometry as XYZ:
```
18
Properties=species:S:1:pos:R:3:forces:R:3:nbo_charge:R:1
C -0.470265 0.973530 0.267141 0.6 0.9 0.3 0.012
C -0.533074 -0.245268 -0.598550 3.7 -0.6 -0.2 -0.147
C -1.373933 -1.428912 -0.201278 0.0 -0.2 0.0 -0.635
C 1.280651 -0.822446 -0.522917 -2.7 -1.9 -1.1 -0.626
N -0.888988 0.788098 1.636103 0.2 0.0 -0.2 -0.818
N 1.020064 1.270456 0.206700 0.0 2.5 -0.4 -0.104
N 1.324835 2.209819 -0.565578 -1.1 -1.2 0.5 -0.377
H -0.998074 1.826883 -0.165788 0.0 0.0 0.1 0.194
H -0.635193 0.028917 -1.648313 -0.1 0.0 0.1 0.215
H -0.333349 0.060347 2.073741 0.0 0.0 0.0 0.358
H -0.697792 1.640291 2.154406 -0.1 -0.1 0.0 0.366
H 2.346257 2.235654 -0.680665 0.1 0.0 0.5 0.311
H -1.074242 -2.321938 -0.765040 -0.1 0.2 0.0 0.219
H -1.275479 -1.679313 0.857882 0.0 0.1 -0.1 0.214
H -2.434714 -1.243715 -0.404023 0.1 0.0 0.1 0.225
H 1.317045 -1.321094 0.444528 0.2 0.0 -0.1 0.196
H 2.251290 -0.396949 -0.781466 -0.6 0.8 0.3 0.214
H 1.174960 -1.574359 -1.306883 -0.1 -0.6 0.2 0.182
```
Forces are in eV/Å.

Energy relative to the best compared isomer or geometry (same formula, charge and spin) = 4.165 eV
LUMO level = 0.98 eV
HOMO = -0.3206 hartree
HOMO-LUMO gap = 9.7 eV
2S+1 = 1